# 1
Below is a cluster of 4 separate species, C33H64N5O2P in total, with properties calculated with ωB97M-V with the def2-TZVPD basis set.

SMILES: C=Cc1cc(P(O)O)c([C@@H](C)CCC)c2nccnc12.CCN(CC)CC.CCN(CC)CC.CCN(CC)CC
Net charge: 0
HOMO in eV: -7.317

Atoms and positions in Å:
C -5.56 -3.02 3.65
C -5.42 -1.72 4.12
C -4.17 -0.98 4.05
C -3.01 -1.67 3.78
C -1.78 -0.96 3.71
P -0.37 -2.08 3.32
O 0.92 -1.69 4.27
O 0.02 -1.53 1.84
C -1.70 0.41 3.89
C -0.36 1.10 3.80
C -0.37 2.34 2.88
C 0.25 1.52 5.18
C -0.62 1.35 6.43
C -0.76 -0.10 6.95
C -2.92 1.11 4.18
N -2.87 2.46 4.37
C -4.00 3.04 4.67
C -5.20 2.32 4.79
N -5.33 1.04 4.58
C -4.15 0.43 4.28
H -5.59 -3.27 2.60
H -5.72 -3.82 4.36
H -6.27 -1.19 4.55
H -3.02 -2.74 3.63
H 0.93 -2.33 4.99
H 0.64 -2.14 1.43
H 0.36 0.44 3.34
H 0.68 2.62 2.72
H -0.81 2.08 1.92
H -0.85 3.18 3.35
H 1.15 0.92 5.34
H 0.60 2.55 5.13
H -1.61 1.79 6.34
H -0.13 1.92 7.23
H -0.28 -0.84 6.31
H -1.83 -0.34 7.02
H -0.39 -0.17 7.97
H -3.99 4.11 4.83
H -6.10 2.88 5.07
C -0.79 -1.98 -1.71
C 0.66 -2.06 -2.18
N 1.27 -3.35 -1.93
C 2.71 -3.35 -2.13
C 3.24 -3.09 -3.55
C 0.56 -4.50 -2.47
C 0.32 -4.54 -3.98
H -0.87 -2.24 -0.66
H -1.16 -0.96 -1.84
H -1.45 -2.64 -2.28
H 1.23 -1.30 -1.64
H 0.70 -1.77 -3.24
H 3.12 -4.30 -1.77
H 3.13 -2.59 -1.47
H 3.11 -3.96 -4.19
H 4.31 -2.88 -3.51
H 2.76 -2.24 -4.02
H -0.40 -4.57 -1.97
H 1.09 -5.41 -2.17
H -0.02 -3.58 -4.38
H -0.46 -5.27 -4.21
H 1.21 -4.85 -4.53
C 2.73 8.76 3.49
C 1.27 8.40 3.76
N 0.85 7.18 3.11
C -0.59 6.98 3.13
C -1.27 6.77 4.49
C 1.65 6.00 3.40
C 1.79 5.56 4.86
H 2.93 8.81 2.42
H 2.96 9.73 3.93
H 3.42 8.03 3.93
H 0.66 9.22 3.38
H 1.11 8.38 4.85
H -0.83 6.13 2.49
H -1.05 7.85 2.65
H -1.09 5.77 4.89
H -2.35 6.88 4.38
H -0.95 7.51 5.23
H 2.65 6.16 3.00
H 1.26 5.16 2.81
H 1.97 6.41 5.53
H 2.63 4.88 4.96
H 0.90 5.04 5.21
C 0.45 -4.74 -11.21
C 1.12 -3.76 -10.25
N 0.82 -4.01 -8.86
C 1.23 -2.93 -7.98
C 2.74 -2.65 -7.85
C 1.10 -5.36 -8.38
C 2.55 -5.87 -8.51
H -0.63 -4.75 -11.05
H 0.64 -4.44 -12.24
H 0.83 -5.75 -11.09
H 0.77 -2.76 -10.50
H 2.21 -3.76 -10.46
H 0.83 -3.12 -6.98
H 0.74 -2.02 -8.32
H 3.24 -3.39 -7.24
H 2.89 -1.68 -7.36
H 3.23 -2.60 -8.82
H 0.45 -6.05 -8.92
H 0.79 -5.43 -7.34
H 2.99 -5.63 -9.48
H 2.56 -6.95 -8.40
H 3.19 -5.47 -7.73

=====

# 2
Below is a cluster of 4 separate species, C33H65BClNO11 in total, with properties calculated with ωB97M-V with the def2-TZVPD basis set.

SMILES: NCCCCCB(CCCCl)OC(=O)c1ccccc1.COCCOCCOC.COCCOCCOC.COCCOCCOC
Net charge: 0
HOMO in eV: -9.143

Atoms and positions in Å:
N 0.80 2.49 0.12
C -0.42 3.28 0.42
C -0.89 4.06 -0.80
C -0.44 5.54 -0.79
C 0.91 5.68 -1.48
C 1.39 7.14 -1.61
B 2.40 7.41 -2.79
C 3.29 6.32 -3.50
C 3.16 6.39 -5.04
C 4.14 7.31 -5.82
Cl 5.30 8.23 -4.85
O 2.53 8.73 -3.25
C 2.29 9.73 -2.33
O 1.21 10.29 -2.24
C 3.45 10.12 -1.48
C 3.33 11.25 -0.74
C 4.34 11.69 0.04
C 5.51 10.99 0.08
C 5.62 9.84 -0.63
C 4.61 9.40 -1.41
H 1.32 2.37 0.98
H 0.54 1.54 -0.14
H -1.21 2.59 0.73
H -0.19 3.92 1.27
H -0.39 3.61 -1.65
H -1.96 3.98 -0.97
H -0.38 5.87 0.25
H -1.20 6.14 -1.28
H 1.64 5.12 -0.90
H 0.82 5.25 -2.47
H 1.86 7.43 -0.67
H 0.51 7.77 -1.74
H 4.32 6.31 -3.16
H 2.88 5.36 -3.21
H 2.15 6.75 -5.26
H 3.20 5.39 -5.45
H 4.66 6.72 -6.56
H 3.56 8.04 -6.37
H 2.40 11.80 -0.78
H 4.19 12.59 0.61
H 6.33 11.36 0.69
H 6.55 9.29 -0.60
H 4.71 8.49 -1.98
C 4.73 -3.67 1.37
O 5.00 -2.41 1.94
C 4.58 -1.33 1.12
C 4.25 -0.12 1.97
O 2.99 -0.18 2.63
C 2.90 -1.06 3.74
C 3.65 -0.59 4.97
O 5.04 -0.85 4.85
C 5.82 0.00 5.66
H 5.28 -3.81 0.43
H 5.04 -4.44 2.08
H 3.66 -3.79 1.18
H 3.70 -1.61 0.53
H 5.40 -1.08 0.44
H 4.17 0.74 1.29
H 5.06 0.10 2.67
H 3.19 -2.08 3.47
H 1.84 -1.08 4.00
H 3.28 -1.13 5.85
H 3.47 0.48 5.11
H 5.64 1.06 5.41
H 6.86 -0.22 5.46
H 5.61 -0.16 6.72
C 0.22 -2.22 1.30
O 0.06 -3.15 0.25
C 0.71 -4.39 0.51
C 0.01 -5.52 -0.20
O -1.19 -5.95 0.43
C -2.33 -5.12 0.30
C -2.96 -5.13 -1.08
O -2.22 -4.31 -1.98
C -2.41 -4.68 -3.32
H 1.27 -1.95 1.44
H -0.35 -1.33 1.04
H -0.18 -2.62 2.24
H 0.73 -4.60 1.58
H 1.74 -4.31 0.14
H 0.67 -6.39 -0.16
H -0.16 -5.29 -1.26
H -2.12 -4.10 0.62
H -3.07 -5.53 0.99
H -3.98 -4.74 -1.02
H -3.00 -6.16 -1.45
H -2.11 -5.73 -3.48
H -1.78 -4.04 -3.94
H -3.45 -4.55 -3.63
C -8.00 -10.34 -0.74
O -7.76 -9.41 0.28
C -6.38 -9.27 0.59
C -6.07 -7.90 1.12
O -6.01 -6.88 0.13
C -7.25 -6.45 -0.44
C -8.09 -5.61 0.50
O -8.77 -6.42 1.43
C -9.12 -5.72 2.61
H -7.69 -11.35 -0.44
H -9.07 -10.35 -0.94
H -7.48 -10.06 -1.67
H -5.77 -9.46 -0.31
H -6.13 -10.02 1.35
H -5.07 -7.93 1.55
H -6.76 -7.62 1.93
H -7.82 -7.28 -0.84
H -6.96 -5.81 -1.28
H -8.84 -5.06 -0.09
H -7.44 -4.89 1.02
H -8.23 -5.31 3.10
H -9.59 -6.43 3.29
H -9.83 -4.92 2.39